A 2-piece molecular cluster, C12H16N2 overall in a non-equilibrium geometry, computed with ωB97M-V/def2-TZVPD.

Values from the calculation:
E_HOMO in eV: -8.48
Kohn-Sham gap in eV: 9.27
Strongest force on any atom in eV Å⁻¹: 2.63
Total energy in eV: -15682.7461

Cartesian coordinates (Å):
C (3.973, 1.505, -1.341)
C (3.157, 0.363, -0.722)
C (2.034, -0.089, -1.598)
C (0.826, 0.465, -1.871)
N (0.137, -0.312, -2.750)
C (0.983, -1.391, -2.998)
N (2.109, -1.252, -2.356)
H (3.919, 1.414, -2.428)
H (5.036, 1.425, -1.106)
H (3.630, 2.472, -0.988)
H (3.716, -0.565, -0.595)
H (2.603, 0.686, 0.167)
H (0.545, 1.461, -1.553)
H (-0.773, -0.035, -3.022)
H (0.912, -2.033, -3.859)
C (-4.199, 0.661, 1.858)
C (-2.838, 0.003, 1.784)
C (-1.682, 0.753, 1.679)
C (-0.412, 0.233, 1.439)
C (-0.270, -1.088, 1.886)
C (-1.410, -1.877, 2.030)
C (-2.710, -1.379, 1.899)
H (-4.335, 1.039, 2.872)
H (-4.948, -0.070, 1.535)
H (-4.428, 1.456, 1.149)
H (-1.799, 1.828, 1.524)
H (0.390, 0.780, 0.974)
H (0.710, -1.476, 2.117)
H (-1.338, -2.907, 2.359)
H (-3.539, -2.070, 1.915)

Results of the Löwdin charge analysis, in e, for atoms 1 through 4:
1 C -0.09
2 C -0.20
3 C -0.33
4 C -0.11



C12H16N2O3S as an isolated structure in a non-equilibrium geometry, computed with ωB97M-V/def2-TZVPD.

Values from the calculation:
E_HOMO in eV: -9.32
Kohn-Sham gap in eV: 9.59
Strongest force on any atom in eV Å⁻¹: 6.72
Total energy in eV: -32657.3045

Cartesian coordinates (Å):
C (0.202, -1.099, 0.124)
C (-1.321, -0.885, 0.084)
C (0.692, 0.304, -0.511)
C (2.096, 0.322, -0.067)
C (2.561, 1.300, 0.784)
C (3.022, -0.609, -0.531)
C (3.965, 1.365, 0.972)
C (4.318, -0.642, -0.089)
C (4.774, 0.375, 0.718)
C (-3.115, 0.500, 0.434)
C (-4.180, -0.404, 0.853)
C (-3.345, 1.203, -0.851)
H (0.840, -3.312, -0.401)
H (-0.566, -2.224, -1.493)
H (0.558, -1.314, 1.189)
H (0.151, 1.181, -0.258)
H (0.803, 0.108, -1.601)
H (2.005, 2.221, 1.091)
H (2.548, -1.437, -0.957)
H (4.250, 2.300, 1.514)
H (5.132, -1.375, -0.397)
H (5.839, 0.570, 0.815)
H (-1.308, 0.716, 1.459)
H (-3.471, 1.282, 1.182)
H (-3.142, 0.492, -1.687)
H (-4.327, 1.554, -1.190)
H (-0.955, 1.863, -1.014)
H (-3.445, -1.753, -0.183)
N (0.599, -2.252, -0.959)
N (-1.797, 0.212, 0.660)
O (-1.965, -1.612, -0.701)
O (-4.972, -0.079, 1.661)
O (-4.244, -1.541, 0.252)
S (-2.203, 2.672, -0.905)

Results of the Löwdin charge analysis, in e, for atoms 1 through 4:
1 C -0.21
2 C -0.41
3 C -0.11
4 C -0.28



One molecule with the formula C12H16N2O5 in a non-equilibrium geometry, computed with ωB97M-V/def2-TZVPD.

Values from the calculation:
E_HOMO in eV: -8.53
Kohn-Sham gap in eV: 8.94
Strongest force on any atom in eV Å⁻¹: 5.41
Total energy in eV: -25918.7087

Cartesian coordinates (Å):
N (0.597, -3.958, -1.358)
C (-0.171, -2.916, -0.552)
C (-0.582, -3.075, 0.864)
O (-1.183, -1.872, 1.312)
C (0.605, -1.504, -0.503)
O (1.421, -1.441, 0.493)
N (0.458, -0.378, -1.221)
C (1.342, 0.831, -1.050)
C (1.366, 1.553, 0.399)
C (-0.110, 1.705, 0.818)
C (-0.715, 1.088, 1.856)
C (-2.086, 1.302, 2.042)
C (-2.831, 2.078, 1.122)
O (-4.185, 2.215, 1.193)
C (-2.193, 2.780, 0.106)
C (-0.779, 2.748, 0.147)
C (2.587, 0.441, -1.735)
O (3.103, 1.078, -2.575)
O (3.175, -0.610, -1.099)
H (1.445, -4.312, -0.840)
H (0.728, -3.776, -2.353)
H (-1.062, -2.669, -1.171)
H (0.327, -3.431, 1.384)
H (-1.210, -4.045, 0.893)
H (-2.084, -1.885, 0.861)
H (0.375, -0.417, -2.220)
H (0.844, 1.627, -1.701)
H (1.911, 0.787, 0.996)
H (1.658, 2.524, 0.595)
H (-0.160, 0.481, 2.523)
H (-2.523, 0.659, 2.869)
H (-4.418, 1.845, 2.035)
H (-2.860, 3.403, -0.654)
H (-0.270, 3.408, -0.535)
H (2.667, -0.991, -0.293)

Results of the Löwdin charge analysis, in e, for atoms 1 through 4:
1 N 0.05
2 C -0.28
3 C -0.27
4 O -0.05